The following is a DFT calculation (ωB97M-V/def2-TZVPD) of a cluster of 3 separate species, C24H48I2O7Si in total in a non-equilibrium geometry.

For the maximum force, the calculation gives 4.4 eV/A. As for the SMILES: CCCCCCCCCCCCCC[Si@@H](I)CC(=O)I.CCOC(=O)OC.CCOC(=O)OC. The relative energy (zero: lowest compared OMol25 entry of this formula, charge and spin) comes out at 3.498 eV.

Structure (XYZ):
```
82
C24H48I2O7Si | the OMol25 dataset | ωB97M-V/def2-TZVPD
C -3.9610 3.4173 -7.0672
C -4.8909 2.9335 -5.8353
C -4.0745 2.2110 -4.6534
C -3.9349 3.0898 -3.3240
C -3.1319 2.3292 -2.1334
C -3.7791 0.9300 -1.7228
C -2.7802 0.0185 -0.8200
C -2.7446 0.4553 0.7220
C -1.3241 -0.0350 1.3362
C -1.3679 -1.5384 1.9182
C -0.1123 -2.4006 1.3743
C -0.5029 -3.5143 0.2985
C -0.7197 -2.9659 -1.1874
C 0.4613 -1.9848 -1.6421
Si 0.6635 -1.8583 -3.5678
I -1.6106 -1.9508 -4.5421
C 1.5747 -0.1771 -3.8617
C 1.5554 0.3214 -5.3700
O 0.5742 0.2626 -6.1181
I 3.3932 1.2245 -6.1624
H -2.8463 3.3743 -6.8375
H -4.3338 4.4462 -7.3765
H -4.1477 2.7320 -7.9715
H -5.5867 2.1292 -6.2802
H -5.5944 3.7598 -5.4610
H -3.0060 1.9293 -4.9692
H -4.6923 1.2824 -4.3692
H -3.3003 4.0278 -3.5459
H -4.9373 3.4511 -2.9101
H -3.2082 3.0088 -1.2053
H -2.0389 2.2656 -2.4543
H -4.7357 1.0655 -1.1214
H -4.0532 0.2621 -2.6161
H -3.2590 -1.0307 -0.8404
H -1.7504 -0.0607 -1.3083
H -3.5415 -0.1179 1.3247
H -2.9114 1.5661 0.9039
H -0.5610 0.0050 0.4858
H -0.9876 0.7212 2.1256
H -2.3719 -2.0584 1.7580
H -1.2042 -1.4357 3.0522
H 0.3231 -2.9689 2.2787
H 0.7412 -1.7068 1.0348
H 0.3742 -4.2622 0.2716
H -1.4389 -4.0898 0.6074
H -0.7097 -3.8530 -1.9244
H -1.7267 -2.4593 -1.3227
H 0.3123 -0.8934 -1.2990
H 1.4651 -2.3163 -1.1887
H 1.4996 -2.9690 -4.0186
H 1.0153 0.5887 -3.2066
H 2.6342 -0.3178 -3.4577
C -0.4133 -0.8110 9.1244
C -0.8381 -1.6997 7.9704
O -0.0472 -1.4464 6.8023
C 1.1903 -1.9589 6.8192
O 1.6830 -2.6047 7.7109
O 1.8049 -1.6042 5.6775
C 3.1731 -2.0037 5.6103
H -0.4332 0.2404 8.8265
H -1.0748 -0.9501 9.9819
H 0.6078 -1.0322 9.4414
H -1.8727 -1.4745 7.7029
H -0.7977 -2.7586 8.2395
H 3.2850 -3.0742 5.7920
H 3.7628 -1.4285 6.3268
H 3.5374 -1.7845 4.6061
C 6.4168 2.2447 -1.4275
C 6.9240 1.6395 -0.1318
O 5.9260 1.7010 0.8950
C 4.9366 0.8044 0.7944
O 4.8187 -0.0352 -0.0651
O 4.0744 1.0179 1.8029
C 2.9152 0.1885 1.7525
H 6.0528 3.2614 -1.2594
H 7.2101 2.2706 -2.1775
H 5.5814 1.6711 -1.8340
H 7.7782 2.2177 0.2268
H 7.2671 0.6111 -0.2730
H 3.1846 -0.8678 1.6901
H 2.2897 0.4775 0.9048
H 2.3476 0.3450 2.6705
```

---

The following is a DFT calculation (ωB97M-V/def2-TZVPD) of a structure of composition C52H44IrN3O3S4Se.

For the maximum force, the calculation gives 0.3 eV/A. The relative energy (zero: lowest compared OMol25 entry of this formula, charge and spin) comes out at 0.000 eV.

Structure (XYZ):
```
108
C52H44IrN3O3S4Se | the OMol25 dataset | ωB97M-V/def2-TZVPD
Ir 0.3563 -0.2483 0.3630
S -1.2305 -1.0036 7.2905
C -2.9097 -0.8703 7.5707
C -3.6078 -0.7660 6.4083
C -2.7665 -0.7951 5.2665
C -1.4420 -0.9265 5.5827
C -0.3014 -1.0067 4.6643
C -0.4860 -0.6481 3.3141
N 0.4720 -0.7016 2.4164
C 1.7062 -1.1096 2.7994
C 1.9927 -1.4876 4.1113
C 3.3243 -1.9221 4.4303
C 4.2870 -1.9601 3.4849
C 4.0126 -1.5675 2.1306
C 4.9774 -1.5699 1.1126
C 4.6337 -1.1704 -0.1590
C 3.3071 -0.7556 -0.3914
N 2.3889 -0.7364 0.5507
C 2.7252 -1.1424 1.8012
C 5.6042 -1.1785 -1.2571
C 6.6707 -2.0180 -1.4213
C 7.4106 -1.7451 -2.5992
C 6.8903 -0.7032 -3.3057
S 5.5062 -0.0513 -2.5529
C 0.9521 -1.4282 5.0494
H -3.2915 -0.8753 8.5784
H -4.6828 -0.6760 6.3630
H -3.1406 -0.7430 4.2538
H -1.4458 -0.3077 2.9466
H 3.5385 -2.2214 5.4484
H 5.2881 -2.2910 3.7307
H 5.9935 -1.8704 1.3390
H 2.9708 -0.4232 -1.3695
H 6.8988 -2.8271 -0.7414
H 8.2801 -2.3038 -2.9116
H 7.2456 -0.2874 -4.2344
H 1.1463 -1.7325 6.0715
C 1.1983 8.4412 1.0412
C 0.9697 6.9660 0.8737
C 1.5445 6.0514 1.7470
C 1.3658 4.6831 1.5991
C 2.0222 3.7574 2.5850
C 0.5700 4.2256 0.5318
C 0.3187 2.8131 0.2911
O 0.8454 1.8841 0.9043
C -0.0286 5.1381 -0.3635
C -0.8852 4.6848 -1.5200
C 0.1877 6.4924 -0.1752
H 1.6553 8.6661 2.0035
H 0.2606 8.9927 0.9662
H 1.8601 8.8159 0.2577
H 2.1498 6.4144 2.5700
H 2.5156 4.3365 3.3647
H 2.7610 3.1220 2.0958
H 1.2980 3.0860 3.0465
H -0.3932 2.5662 -0.4999
H -0.3523 3.9964 -2.1783
H -1.1968 5.5452 -2.1093
H -1.7856 4.1713 -1.1771
H -0.2643 7.1995 -0.8618
C -1.9416 -2.8871 -6.4234
C -1.2959 -2.0092 -5.3872
C 0.0429 -2.1488 -5.0501
C 0.6380 -1.3726 -4.0612
C 2.1264 -1.5109 -3.8616
C -0.1474 -0.4500 -3.3535
Se 0.6773 0.6085 -1.9653
C -1.4736 -0.2292 -3.7434
C -2.3403 0.8700 -3.1892
C -2.0238 -1.0219 -4.7444
H -1.2233 -3.5848 -6.8539
H -2.3667 -2.2932 -7.2347
H -2.7549 -3.4654 -5.9810
H 0.6494 -2.8784 -5.5775
H 2.5374 -2.2089 -4.5916
H 2.3956 -1.8791 -2.8703
H 2.6255 -0.5487 -3.9869
H -1.9521 1.2695 -2.2548
H -3.3571 0.5060 -3.0309
H -2.3966 1.6888 -3.9123
H -3.0669 -0.8755 -5.0032
C -0.4655 -4.9635 -0.3974
C -1.0267 -4.3151 0.6930
C -0.7941 -2.9633 0.9000
C -0.0091 -2.2095 0.0224
C 0.5588 -2.8860 -1.0545
C 0.3315 -4.2395 -1.2700
H -0.6647 -6.0126 -0.5742
H -1.6755 -4.8558 1.3714
H -1.2897 -2.4835 1.7392
H 1.1566 -2.3345 -1.7679
H 0.7670 -4.7213 -2.1381
O -4.2740 -2.0309 -3.1344
S -4.1054 -2.2779 -1.7315
O -4.1626 -3.6259 -1.2506
N -2.7278 -1.5386 -1.1871
C -3.0025 -0.6151 -0.3344
S -1.8840 0.3733 0.5144
C -4.4614 -0.3730 -0.0728
C -5.0749 0.5552 0.7521
C -6.4632 0.5649 0.8106
C -7.2198 -0.3353 0.0654
C -6.6030 -1.2679 -0.7603
C -5.2251 -1.2588 -0.8056
H -4.4841 1.2533 1.3305
H -6.9661 1.2841 1.4443
H -8.2998 -0.3069 0.1292
H -7.1782 -1.9733 -1.3448
```

---

The following is a DFT calculation (ωB97M-V/def2-TZVPD) of the ion C5H8N3O with charge +1 in a non-equilibrium geometry.

For the maximum force, the calculation gives 4.5 eV/A. As for the SMILES: [NH2+]=C1NCN=C[C@H]1C=O. The relative energy (zero: lowest compared OMol25 entry of this formula, charge and spin) comes out at 1.930 eV. The total charge is +1.

Structure (XYZ):
```
17
C5H8N3O | the OMol25 dataset | ωB97M-V/def2-TZVPD
N 1.4183 1.5375 -0.4845
C 0.3275 0.9194 -0.0400
N -0.9010 1.3436 -0.0547
C -1.9658 0.4569 0.1452
N -1.8576 -0.9390 -0.2502
C -0.7687 -1.5202 -0.2317
C 0.4521 -0.7606 0.2829
C 1.8441 -1.2935 0.2059
O 2.7896 -0.6390 -0.0424
H 2.1714 0.8074 -0.4129
H 1.3648 2.2878 -1.1578
H -1.2384 2.2613 0.0330
H -2.6886 0.8877 -0.5429
H -2.3381 0.4012 1.2257
H -0.6143 -2.5989 -0.4796
H 0.1805 -0.7719 1.4103
H 1.8241 -2.3798 0.3937
```

---

The following is a DFT calculation (ωB97M-V/def2-TZVPD) of a structure of composition C24H41F3N5OPTa.

For the maximum force, the calculation gives 0.6 eV/A. The relative energy (zero: lowest compared OMol25 entry of this formula, charge and spin) comes out at 0.000 eV. The total charge is +3.

Structure (XYZ):
```
76
C24H41F3N5OPTa | the OMol25 dataset | ωB97M-V/def2-TZVPD
Ta 1.0968 0.1334 -1.6019
O -0.0332 0.1211 -3.3435
C 0.4115 -0.9128 -4.3590
C -0.0812 -2.2768 -3.9444
C 0.2655 -2.6690 -2.4957
C 1.7370 -2.7367 -2.1615
C 2.4978 -3.8656 -2.3749
C 3.8431 -3.8672 -2.0258
C 4.4070 -2.7299 -1.4583
C 3.6175 -1.6229 -1.2720
N 2.3060 -1.6189 -1.6250
H -0.8536 0.5765 -3.5918
H 1.4991 -0.8116 -4.3768
H 0.0240 -0.5818 -5.3195
H 0.3495 -2.9952 -4.6463
H -1.1633 -2.3371 -4.0710
H -0.1748 -3.6456 -2.2921
H -0.2511 -2.0068 -1.7772
H 2.0346 -4.7483 -2.7964
H 4.4450 -4.7528 -2.1865
H 5.4467 -2.7006 -1.1640
H 4.0183 -0.7139 -0.8399
N 0.1730 0.1943 -0.1206
P -0.8289 0.7652 1.1620
N 0.1000 1.0276 2.4397
C 1.3937 1.7366 2.3267
C 2.5420 0.7899 2.6474
C 2.3510 0.1589 4.0248
C 0.9954 -0.5380 4.1260
C -0.1374 0.4125 3.7708
N -1.4588 2.1246 0.5597
C -1.2480 3.4912 1.0862
C -0.3560 4.2908 0.1443
C -0.8579 4.2493 -1.2992
C -1.1158 2.8150 -1.7667
C -2.0431 2.0987 -0.7879
N -1.9500 -0.3697 1.3433
C -1.5778 -1.7937 1.4846
C -2.5081 -2.6552 0.6423
C -3.9669 -2.4038 1.0192
C -4.3075 -0.9192 0.9079
C -3.3523 -0.0739 1.7360
H 1.3825 2.5748 3.0281
H 1.4825 2.1566 1.3225
H 3.4824 1.3404 2.5995
H 2.5757 0.0013 1.8818
H 2.4189 0.9400 4.7874
H 3.1542 -0.5469 4.2329
H 0.8341 -0.9139 5.1365
H 0.9672 -1.4000 3.4502
H -0.2005 1.2291 4.4936
H -1.1025 -0.0907 3.7595
H -0.8194 3.4253 2.0836
H -2.2309 3.9585 1.1806
H 0.6649 3.8992 0.1905
H -0.3125 5.3237 0.4897
H -0.1482 4.7450 -1.9610
H -1.7990 4.7997 -1.3818
H -0.1298 2.2899 -1.7948
H -1.5279 2.8178 -2.7793
H -2.2573 1.0644 -1.0682
H -3.0033 2.6194 -0.7558
H -1.6582 -2.0750 2.5392
H -0.5328 -1.9209 1.1920
H -2.2483 -3.7050 0.7862
H -2.3545 -2.4137 -0.4177
H -4.1361 -2.7422 2.0454
H -4.6289 -2.9919 0.3850
H -5.3250 -0.7335 1.2518
H -4.2570 -0.5998 -0.1384
H -3.4637 -0.3062 2.7996
H -3.5375 0.9907 1.6041
F 3.5512 1.7040 -0.6399
C 2.5612 1.7622 -1.5131
F 3.0356 1.1479 -2.7172
F 2.2738 3.0106 -1.7959
```

---

The following is a DFT calculation (ωB97M-V/def2-TZVPD) of the molecule C5H13NS in a non-equilibrium geometry.

For the maximum force, the calculation gives 4.0 eV/A. As for the SMILES: CCN[C@H](C)CS. The relative energy (zero: lowest compared OMol25 entry of this formula, charge and spin) comes out at 1.348 eV.

Structure (XYZ):
```
20
C5H13NS | the OMol25 dataset | ωB97M-V/def2-TZVPD
C 2.5307 -0.7261 -2.5166
C 1.1519 -0.7779 -1.9113
N 1.0064 0.1448 -0.7469
C -0.2331 -0.0827 0.1163
C -1.5284 -0.2112 -0.7760
C -0.2129 0.9647 1.1764
S -1.3827 0.4081 2.4362
H 3.1690 -0.7598 -1.5901
H 2.9027 0.1745 -3.0062
H 2.6667 -1.5460 -3.2001
H 0.4713 -0.4298 -2.7116
H 0.8572 -1.8755 -1.6399
H 1.0834 1.0541 -1.0614
H -0.1297 -1.1034 0.5313
H -1.9420 -1.2075 -0.7438
H -1.4308 0.3602 -1.6485
H -2.3781 0.3504 -0.3765
H -0.4619 1.9502 0.7847
H 0.7543 1.1866 1.5774
H -0.7320 -0.6974 2.8024
```

---

The following is a DFT calculation (ωB97M-V/def2-TZVPD) of the molecule C5H8 in a non-equilibrium geometry.

For the maximum force, the calculation gives 1.6 eV/A. As for the SMILES: C=CCC=C. The relative energy (zero: lowest compared OMol25 entry of this formula, charge and spin) comes out at 1.172 eV.

Structure (XYZ):
```
13
C5H8 | the OMol25 dataset | ωB97M-V/def2-TZVPD
C -0.2565 2.2744 -0.8892
C 0.2477 1.3127 -0.1446
C -0.3661 -0.0771 -0.2126
C 0.2907 -1.1004 0.7129
C 0.0915 -2.4029 0.5645
H 0.0712 3.3093 -0.8475
H -1.0925 2.2043 -1.5814
H 1.1203 1.4518 0.4827
H -1.4140 -0.0039 0.0757
H -0.2833 -0.4815 -1.2165
H 0.8032 -0.7177 1.5815
H 0.5483 -3.1111 1.2442
H -0.6237 -2.8230 -0.1301
```

---

The following is a DFT calculation (ωB97M-V/def2-TZVPD) of a structure of composition CH5ClN3 in a non-equilibrium geometry.

For the maximum force, the calculation gives 4.6 eV/A. The relative energy (zero: lowest compared OMol25 entry of this formula, charge and spin) comes out at 3.042 eV. The total charge is +1.

Structure (XYZ):
```
10
CH5ClN3 | the OMol25 dataset | ωB97M-V/def2-TZVPD
C 1.0197 -0.2558 0.0730
N -0.9600 -0.3866 0.0607
N 1.5181 -1.4392 -0.0783
N -1.5073 0.9026 -0.0626
Cl 1.9331 1.1740 0.0303
H 0.8226 -2.1824 -0.1791
H 2.4475 -1.6291 0.1658
H -2.4906 0.9313 0.3229
H -1.0228 1.5091 0.6486
H -1.7603 1.3761 -0.9813
```

---

The following is a DFT calculation (ωB97M-V/def2-TZVPD) of a cluster of 2 separate species, C11H17N2 in total in a non-equilibrium geometry.

For the maximum force, the calculation gives 1.7 eV/A. The relative energy (zero: lowest compared OMol25 entry of this formula, charge and spin) comes out at 0.390 eV. The total charge is +1.

Structure (XYZ):
```
30
C11H17N2 | the OMol25 dataset | ωB97M-V/def2-TZVPD
C 0.4764 -1.2070 -3.1860
C -1.1267 -2.3849 -1.5301
C -0.1705 -1.4815 -1.8487
C -0.1978 -1.8177 0.4234
C 0.5304 -1.1959 -0.5981
C 0.1785 -1.7302 1.7771
C 1.6835 -0.4640 -0.3195
C 1.2600 -0.9151 2.0316
C 2.0455 -0.3436 1.0218
N -1.1941 -2.5716 -0.1388
H -1.9673 -2.8000 -2.0649
H -1.5470 -3.4586 0.1802
H 1.3263 -1.8727 -3.3099
H 0.8501 -0.1910 -3.1634
H -0.3770 -2.3269 2.4868
H 2.2243 0.1434 -1.0124
H 1.5737 -0.7143 3.0540
H 2.9308 0.2204 1.2915
H -0.2268 -1.2177 -4.0146
C -0.5720 2.9856 0.6192
C -1.2886 2.7051 1.9127
N -0.3920 1.7367 -0.1625
H -1.0018 3.6853 -0.0895
H 0.4183 3.3731 0.8568
H -0.8887 1.7928 2.3683
H -2.3356 2.3874 1.8267
H -0.1932 0.9348 0.4364
H -1.2407 1.4363 -0.6472
H 0.3996 1.7679 -0.8081
H -1.1776 3.5238 2.6071
```